5
Properties=species:S:1:pos:R:3 method="wB97M-V/def2-TZVPD" relative_energy_kcal_mol=37.35 orbital_gap_ev="8.37 / 8.11"
N 0.399 -0.429 -0.257
O -0.440 -1.125 0.153
O 1.471 -0.614 -0.774
O 0.287 0.885 -0.132
Cl -1.716 1.284 1.009